[1]
Computed, not measured: a cluster of 2 separate species, CHN3O5 in total at a distorted geometry, with ωB97M-V with the def2-TZVPD basis set.

Each line ends with the Löwdin charge.
Cartesian coordinates (Å):
C 0.4003 1.0259 1.2589  -0.84
N -0.3484 0.6403 -1.7004  -0.11
N -0.2236 0.0670 0.3392  0.08
N -0.2134 -1.1835 0.4160  -0.57
O 1.5758 1.2560 1.0198  -0.07
O 0.7016 0.6671 -2.3840  -0.20
O -0.3280 1.4682 2.1339  -0.08
O 0.2794 -1.8799 1.2916  -0.10
O -0.8688 -1.8422 -0.4318  -0.18
H -0.9749 -0.2188 -1.9432  0.08

Output
**Total charge**: -2
**Multiplicity**: 3
**E_LUMO (spin up / spin down)**: 7.16 / 7.13 eV
**Max |F|**: 0.0697 hartree/bohr
**HOMO (spin up / spin down)**: 1.04 / 0.11 eV
**E**: -578.91490 Eh
**Orbital gap (spin up / spin down)**: 0.225 / 0.258 hartree
**ΔE to the lowest compared entry with this formula, charge and spin**: 13.00 kcal per mole

***

[2]
Computed, not measured: the ion CHN4 with charge -1 at a distorted geometry, with ωB97M-V with the def2-TZVPD basis set.

Each line ends with the Löwdin charge.
Cartesian coordinates (Å):
C -0.1618 0.6714 0.2681  -0.51
N 0.2609 -0.9692 -1.0007  -0.28
N -0.0350 0.3091 -1.0423  -0.14
N 0.0037 -0.2109 1.1805  -0.04
N 0.3403 -1.5027 0.1079  -0.09
H -0.4081 1.7023 0.4865  0.05

Output
**Total charge**: -1
**E_LUMO**: 5.06 eV
**Max |F|**: 0.0713 hartree/bohr
**HOMO**: -4.01 eV
**E**: -257.71463 Eh
**Orbital gap**: 0.333 hartree
**ΔE to the lowest compared entry with this formula, charge and spin**: 44.68 kcal per mole

***

[3]
Computed, not measured: the ion CHN4S with charge -1 at a distorted geometry, with ωB97M-V with the def2-TZVPD basis set.

Each line ends with the Löwdin charge.
Cartesian coordinates (Å):
S 0.7167 0.3884 -2.3141  0.14
N 0.0042 0.2270 -0.8012  -0.69
C 0.6588 -0.2896 0.6949  -0.11
N -0.3767 -0.2245 1.4203  -0.11
N -1.4555 0.1894 0.7582  -0.15
N -1.1922 0.3966 -0.4917  -0.14
H 1.6447 -0.6872 0.7335  0.05

Output
**Total charge**: -1
**E_LUMO**: 4.16 eV
**Max |F|**: 0.1088 hartree/bohr
**HOMO**: -3.07 eV
**E**: -655.88133 Eh
**Orbital gap**: 0.265 hartree
**Structure (SMILES)**: [S-]n1cnnn1
**ΔE to the lowest compared entry with this formula, charge and spin**: 33.15 kcal per mole

***

[4]
Computed, not measured: a cluster of 2 separate species, CHN5O in total at a distorted geometry, with ωB97M-V with the def2-TZVPD basis set.

Each line ends with the Löwdin charge.
Cartesian coordinates (Å):
C 1.2695 0.7525 -1.0545  -0.50
N -3.5676 0.3549 0.7377  -0.16
N 1.6967 1.4552 -1.8927  -0.01
N -1.4021 1.1827 0.6164  -0.04
N -2.4689 0.7490 0.7414  -0.65
N 0.8894 -0.1647 -0.2492  -0.19
O 1.8701 -1.1563 0.2081  -0.48
H -0.0420 -0.2854 0.0275  0.02

Output
**Total charge**: -2
**E_LUMO**: 7.87 eV
**Max |F|**: 0.0627 hartree/bohr
**HOMO**: 1.01 eV
**E**: -387.55427 Eh
**Orbital gap**: 0.252 hartree
**ΔE to the lowest compared entry with this formula, charge and spin**: 7.82 kcal per mole

***

Look up the E of the fourth one.
-387.55427 Eh

***

Number 3 is which compound?
CHN4S

***

Which of these has the lowest ΔE to the lowest compared entry with this formula, charge and spin?
CHN5O